The following is a quantum chemistry calculation of 16 unconnected molecules or ions with the total composition C64H112N16 at a distorted geometry, from the OMol25 dataset.

Atoms and positions in Å:
C1 23.5041 22.4106 12.8737
C2 23.7068 22.4930 14.4346
C3 23.4207 21.1752 15.1660
C4 22.0245 20.7308 15.0087
N1 20.9140 20.4097 14.9118
H1 24.1809 21.6199 12.5499
H2 23.8231 23.3243 12.3723
H3 22.4800 22.0891 12.6839
H4 23.0899 23.3027 14.8243
H5 24.7430 22.7525 14.6514
H6 23.6436 21.3430 16.2197
H7 24.1063 20.3742 14.8894
C5 18.9121 21.4793 17.7160
C6 20.2412 22.1110 18.1181
C7 20.1190 23.0337 19.3211
C8 19.1320 24.0791 19.1451
N2 18.3734 24.9029 18.9868
H8 18.5322 20.7803 18.4612
H9 18.9820 20.9269 16.7790
H10 18.1699 22.2575 17.5383
H11 20.7664 22.6354 17.3199
H12 20.9301 21.3099 18.3861
H13 21.0628 23.5315 19.5439
H14 19.8883 22.4851 20.2343
C9 10.9218 16.3331 9.7007
C10 11.0802 17.1033 10.9503
C11 12.3524 17.9381 11.0617
C12 13.5625 17.1351 11.3094
N3 14.5158 16.5156 11.4691
H15 10.8229 17.0334 8.8713
H16 9.9984 15.7541 9.7059
H17 11.7050 15.6003 9.5066
H18 10.9507 16.4136 11.7843
H19 10.3361 17.8919 11.0625
H20 12.2661 18.6860 11.8499
H21 12.6078 18.4311 10.1237
C13 17.5813 24.1594 14.6586
C14 18.6481 23.1325 14.1790
C15 19.9356 23.8803 13.7364
C16 20.4511 24.9731 14.5961
N4 20.8303 25.8592 15.2587
H22 17.5485 25.0094 13.9771
H23 17.8985 24.5276 15.6342
H24 16.6149 23.6671 14.7671
H25 18.2527 22.6340 13.2940
H26 18.8124 22.4195 14.9869
H27 19.7738 24.3568 12.7696
H28 20.7361 23.1466 13.6412
C17 12.1693 17.6373 19.0642
C18 13.0084 18.3245 20.2238
C19 14.5375 18.2222 19.9093
C20 14.9754 19.0854 18.8136
N5 15.3179 19.8034 17.9521
H29 12.5195 16.6205 18.8861
H30 12.2636 18.1266 18.0947
H31 11.1075 17.5681 19.3004
H32 12.8264 17.8251 21.1754
H33 12.7173 19.3602 20.3987
H34 14.8684 17.2085 19.6838
H35 15.1266 18.4232 20.8041
C21 9.0529 21.5752 11.2757
C22 9.9077 21.4836 10.0471
C23 11.2574 22.1652 10.0561
C24 12.2034 21.5875 11.0263
N6 12.8916 21.0882 11.8029
H36 9.6658 21.1855 12.0884
H37 8.2370 20.8543 11.2222
H38 8.8879 22.6216 11.5325
H39 9.4044 21.8840 9.1670
H40 10.1685 20.4407 9.8668
H41 11.1096 23.2259 10.2587
H42 11.6534 22.0749 9.0446
C25 12.6824 18.9925 15.2080
C26 11.1391 19.1338 15.2545
C27 10.6552 20.4916 15.7179
C28 10.4940 20.5206 17.2034
N7 10.3798 20.5179 18.3228
H43 13.0763 19.0590 14.1939
H44 13.0528 18.2246 15.8873
H45 13.1102 19.8851 15.6645
H46 10.7154 18.2902 15.7993
H47 10.6298 18.9016 14.3192
H48 9.6921 20.6829 15.2446
H49 11.4162 21.2441 15.5114
C29 20.4498 18.0356 17.5736
C30 19.3930 17.0038 17.2084
C31 17.9914 17.4540 17.6632
C32 17.9313 17.7898 19.0872
N8 17.8372 18.0286 20.2088
H50 21.3578 17.8363 17.0045
H51 20.6910 18.0390 18.6366
H52 20.1877 19.0710 17.3562
H53 19.7054 16.0617 17.6589
H54 19.4721 16.7913 16.1423
H55 17.2853 16.6377 17.5111
H56 17.7177 18.3186 17.0584
C33 17.5207 19.5405 9.2764
C34 16.0955 19.9247 9.6844
C35 15.3339 20.7501 8.6886
C36 15.8874 22.0204 8.2321
N9 16.3151 23.0049 7.8626
H57 17.4505 19.0080 8.3279
H58 18.0682 18.9073 9.9746
H59 18.1399 20.4183 9.0914
H60 16.1038 20.5108 10.6034
H61 15.5350 19.0249 9.9381
H62 14.3508 20.9041 9.1335
H63 15.1696 20.1219 7.8131
C37 23.2450 18.3606 10.9212
C38 21.9149 17.5929 10.9311
C39 20.8026 18.3206 11.7912
C40 20.5994 19.7468 11.4977
N10 20.4156 20.8633 11.2590
H64 24.0404 17.8369 10.3909
H65 23.6601 18.5984 11.9006
H66 23.1203 19.3840 10.5673
H67 22.1409 16.5940 11.3043
H68 21.5157 17.5710 9.9171
H69 21.0589 18.1993 12.8437
H70 19.8201 17.8710 11.6479
C41 22.3402 14.1280 12.8515
C42 22.0970 13.8547 14.3115
C43 21.7187 15.0989 15.1476
C44 22.4333 16.3147 14.7101
N11 22.9754 17.2409 14.3207
H71 21.4810 14.5596 12.3381
H72 22.5232 13.1877 12.3314
H73 23.1599 14.8030 12.6056
H74 22.9790 13.4416 14.8010
H75 21.3335 13.0811 14.3930
H76 22.0450 14.9778 16.1805
H77 20.6506 15.3010 15.0687
C45 15.9181 20.4086 14.2772
C46 17.1391 19.4884 13.9178
C47 16.7496 18.0029 13.9529
C48 17.8352 17.0262 13.5924
N12 18.6417 16.2808 13.3130
H78 16.1549 21.4694 14.1966
H79 15.5534 20.3188 15.3005
H80 15.0402 20.1950 13.6675
H81 18.0230 19.7196 14.5123
H82 17.5082 19.7117 12.9168
H83 15.8589 17.9089 13.3315
H84 16.3315 17.6140 14.8814
C49 14.6177 23.2745 18.6227
C50 14.0521 22.7895 17.2269
C51 13.2544 23.8410 16.4512
C52 13.8742 25.1208 16.1241
N13 14.3918 26.1583 15.9041
H85 13.8576 23.6657 19.2990
H86 15.4068 23.9881 18.3854
H87 15.0958 22.4468 19.1465
H88 13.4128 21.9145 17.3446
H89 14.9332 22.4630 16.6745
H90 12.3447 24.1453 16.9688
H91 12.9149 23.4812 15.4799
C53 14.7488 23.9212 11.9049
C54 15.8267 24.7064 11.0761
C55 15.1877 25.7591 10.1790
C56 14.1337 25.1942 9.2986
N14 13.3199 24.8216 8.5690
H92 13.8915 23.6522 11.2880
H93 14.4417 24.4947 12.7795
H94 15.1864 22.9750 12.2231
H95 16.2492 23.9698 10.3928
H96 16.6112 25.1062 11.7186
H97 15.9693 26.2099 9.5673
H98 14.6971 26.5339 10.7681
C57 17.3365 13.4018 8.0769
C58 17.0365 14.3136 9.2291
C59 18.1306 15.3355 9.5444
C60 19.4671 14.7431 9.5046
N15 20.5083 14.2500 9.5384
H99 18.3102 12.9171 8.1484
H100 17.2700 14.0406 7.1962
H101 16.5961 12.6019 8.0637
H102 17.0165 13.7028 10.1317
H103 16.0438 14.7634 9.2427
H104 18.0875 15.7545 10.5498
H105 18.2421 16.1943 8.8826
C61 17.6740 13.8769 15.4157
C62 17.6809 13.2100 16.8018
C63 16.2862 13.1217 17.4671
C64 15.4718 14.3369 17.4130
N16 14.8834 15.3316 17.3844
H106 18.6628 14.0064 14.9754
H107 17.1874 14.8521 15.4027
H108 17.0676 13.3024 14.7154
H109 18.4013 13.8135 17.3539
H110 18.1299 12.2219 16.7010
H111 16.3938 12.8126 18.5068
H112 15.7667 12.4114 16.8239

Total energy (eV): -92022.4959
Charge: -1
2S+1: 2
⟨S²⟩: 0.75
Orbital gap (alpha / beta) (eV): 1.4 / 10.7
LUMO level (alpha / beta) (eV): 1.53 / 1.51

These are the Mulliken partial charges, in e, on atoms 1 to 99: atom 1 (C): -0.814, atom 2 (C): -0.638, atom 3 (C): -0.725, atom 4 (C): 0.128, atom 5 (N): -0.049, atom 6 (H): 0.346, atom 7 (H): 0.355, atom 8 (H): 0.004, atom 9 (H): 0.255, atom 10 (H): 0.433, atom 11 (H): 0.336, atom 12 (H): 0.418, atom 13 (C): -0.061, atom 14 (C): -0.222, atom 15 (C): -0.730, atom 16 (C): 0.328, atom 17 (N): -0.504, atom 18 (H): 0.512, atom 19 (H): -0.861, atom 20 (H): 0.401, atom 21 (H): 0.072, atom 22 (H): 0.302, atom 23 (H): 0.413, atom 24 (H): 0.331, atom 25 (C): -1.694, atom 26 (C): -0.663, atom 27 (C): 2.341, atom 28 (C): -0.492, atom 29 (N): -0.377, atom 30 (H): 0.387, atom 31 (H): 0.569, atom 32 (H): 0.335, atom 33 (H): 0.367, atom 34 (H): 0.197, atom 35 (H): -0.902, atom 36 (H): -0.192, atom 37 (C): -1.328, atom 38 (C): 1.607, atom 39 (C): 0.396, atom 40 (C): 0.067, atom 41 (N): -0.600, atom 42 (H): 0.416, atom 43 (H): 0.436, atom 44 (H): 0.013, atom 45 (H): 0.231, atom 46 (H): -1.186, atom 47 (H): 0.486, atom 48 (H): -0.539, atom 49 (C): -0.705, atom 50 (C): -0.733, atom 51 (C): -0.514, atom 52 (C): 0.076, atom 53 (N): -0.055, atom 54 (H): 0.381, atom 55 (H): -0.211, atom 56 (H): 0.382, atom 57 (H): 0.364, atom 58 (H): 0.376, atom 59 (H): 0.185, atom 60 (H): 0.449, atom 61 (C): -0.432, atom 62 (C): -0.804, atom 63 (C): -0.488, atom 64 (C): 0.431, atom 65 (N): -0.449, atom 66 (H): -0.576, atom 67 (H): 0.690, atom 68 (H): 0.434, atom 69 (H): 0.445, atom 70 (H): -0.018, atom 71 (H): 0.470, atom 72 (H): 0.127, atom 73 (C): 0.631, atom 74 (C): -0.993, atom 75 (C): 0.063, atom 76 (C): 0.067, atom 77 (N): -0.535, atom 78 (H): -0.342, atom 79 (H): 0.186, atom 80 (H): -0.384, atom 81 (H): 0.560, atom 82 (H): 0.430, atom 83 (H): 0.450, atom 84 (H): -0.233, atom 85 (C): -1.058, atom 86 (C): 0.702, atom 87 (C): 2.441, atom 88 (C): -0.254, atom 89 (N): -0.695, atom 90 (H): 0.389, atom 91 (H): 0.495, atom 92 (H): -0.340, atom 93 (H): 0.350, atom 94 (H): -0.836, atom 95 (H): -0.745, atom 96 (H): -0.530, atom 97 (C): -1.182, atom 98 (C): 0.809, atom 99 (C): -0.341